[1]
Entry from OMol25: a structure of composition C26H53CuO25V (ωB97M-V/def2-TZVPD).

Computed properties:
E in a.u.: -5487.47862
Expectation value of S²: 3.75
Orbital gap (alpha / beta) in Eh: 0.28925 / 0.28750
Total charge: +2
Energy above the lowest of the compared OMol25 structures with the same formula, charge and spin in kcal per mole: 0.0
Spin multiplicity: 4
LUMO level (alpha / beta) in eV: -6.5223 / -6.5702

Geometry (Å):
Cu (1.969, -1.500, 0.887)
V (-0.720, -1.854, 3.016)
O (4.892, 1.417, 0.410)
O (-0.619, -5.438, -4.631)
O (-4.792, -1.938, 3.940)
O (-0.993, 1.365, -4.075)
O (-0.238, 4.239, 1.828)
O (4.846, 2.853, -3.305)
O (-0.826, 5.855, 0.364)
O (-2.123, -4.860, -3.036)
O (-0.475, -6.228, 3.025)
O (3.297, 1.404, -3.049)
O (3.009, 3.023, -4.579)
O (-2.797, -1.771, 2.946)
O (-0.228, -1.148, 1.015)
O (-0.731, -4.064, 2.464)
O (1.206, 5.758, 1.328)
O (-0.922, 0.047, 4.107)
O (-0.157, 2.977, -2.951)
O (-2.384, 2.668, -2.850)
O (-2.648, -5.133, -5.202)
O (0.641, 1.626, 4.243)
O (-0.967, -5.802, 1.003)
O (2.863, 0.440, 0.417)
O (3.121, 2.652, 0.269)
O (-0.543, 1.280, 5.956)
O (-4.399, -0.252, 2.733)
C (-0.041, 5.349, 1.101)
C (-3.979, -4.718, -4.920)
C (1.552, 7.016, 0.766)
C (-4.485, -3.182, 4.571)
C (-0.745, -5.261, 2.177)
C (-1.820, -5.130, -4.172)
C (5.553, 0.163, 0.302)
C (-0.528, -1.285, -1.426)
C (-1.987, 0.367, -4.310)
C (3.637, 2.501, -3.717)
C (2.234, 0.630, -3.549)
C (5.342, 4.128, -3.701)
C (-1.299, 2.376, -3.257)
C (-1.311, 3.404, 1.453)
C (0.458, -5.579, -3.742)
C (-3.586, 0.484, 1.799)
C (1.157, 1.326, 2.967)
C (-0.479, -5.921, 4.453)
C (-0.302, 0.904, 4.743)
C (-0.375, -0.423, -0.182)
C (3.963, 3.778, 0.061)
C (3.572, 1.441, 0.385)
C (-3.925, -1.376, 3.169)
C (-1.182, -5.043, -0.174)
C (-1.650, 0.726, 6.681)
C (-0.113, 4.112, -2.098)
H (-0.496, -6.895, 4.925)
H (-1.288, 0.192, -0.169)
H (-2.465, 1.451, 6.699)
H (-0.990, 2.661, 0.713)
H (5.007, 4.403, -4.701)
H (-2.155, 3.950, 1.038)
H (-0.290, 5.002, -2.694)
H (-3.315, -0.124, 0.935)
H (-1.565, -1.610, -1.542)
H (0.395, 1.494, 2.199)
H (0.769, -4.596, -3.372)
H (1.039, 7.861, 1.234)
H (5.035, -0.622, 0.854)
H (-4.519, -5.446, -4.317)
H (1.264, 1.060, -3.303)
H (4.645, 3.929, 0.896)
H (-4.520, -4.708, -5.869)
H (1.418, 0.271, 2.849)
H (-1.577, 2.849, 2.350)
H (-2.730, 0.915, 2.310)
H (5.570, -0.145, -0.748)
H (-0.758, 4.032, -1.230)
H (-2.023, -5.525, -0.665)
H (1.321, 7.031, -0.298)
H (1.243, -6.063, -4.306)
H (-1.421, -0.485, -4.677)
H (-4.613, -4.016, 3.883)
H (2.200, 0.615, -4.645)
H (-1.372, 0.616, 7.725)
H (6.424, 4.056, -3.795)
H (0.238, -6.130, -2.825)
H (6.582, 0.253, 0.629)
H (0.904, 4.144, -1.701)
H (-1.510, -4.026, 0.028)
H (3.340, 4.629, -0.172)
H (0.467, 0.269, -0.331)
H (-5.214, -3.323, 5.363)
H (1.963, 2.008, 2.732)
H (5.068, 4.869, -2.954)
H (-2.534, 0.063, -3.420)
H (-4.208, 1.281, 1.400)
H (-0.372, -5.057, -0.894)
H (4.646, 3.615, -0.776)
H (2.602, 7.235, 0.945)
H (-2.686, 0.713, -5.069)
H (2.280, -0.420, -3.270)
H (-1.993, -0.214, 6.264)
H (0.436, -5.386, 4.698)
H (0.084, -2.188, -1.429)
H (-3.495, -3.165, 5.024)
H (-1.361, -5.339, 4.702)
H (-4.054, -3.699, -4.550)
H (-0.365, -0.684, -2.325)

Forces on the atoms, in the same order (eV/Å):
-1.0758 1.1452 -0.2763
-0.9462 0.6159 -2.3072
0.0594 0.0841 0.2611
-0.2341 -0.3846 -0.4429
-0.6249 -0.5514 0.3688
0.1377 -0.1688 0.3329
0.4903 -0.0930 0.1077
0.5416 -0.0253 0.7879
-0.5242 0.2654 -0.3535
0.3117 0.0080 0.4385
-0.4215 0.2354 0.5100
0.5026 -0.8234 0.9393
-0.7282 0.4882 -0.5215
1.5162 -1.0752 -0.1204
1.5648 -1.3323 1.8295
-0.0963 0.9741 0.1433
0.1786 -0.1019 0.5384
0.0417 -1.3495 -0.1556
0.7166 -0.4404 -0.1565
-0.5798 -0.0667 0.2663
-0.0801 0.1414 -0.0806
1.0314 0.5896 0.4540
0.5824 0.0746 0.8587
-0.4873 -0.1443 0.3886
-1.6697 -0.3997 0.2535
-0.1274 -0.0882 0.5141
-0.2298 0.4900 -0.7207
0.5323 -0.1329 0.1349
-1.1140 -0.1156 -0.8322
-0.0303 1.0919 -0.3963
-0.1154 -0.4816 0.3924
0.5347 -0.6403 -0.3192
-0.2014 0.2061 -0.2212
-0.0065 -0.9923 -0.6663
-0.6835 -0.1042 -0.2129
-0.0693 -0.0282 -0.3948
0.3255 -0.2937 -0.4597
-1.4870 0.0644 -1.4865
0.3482 0.2222 -0.7427
0.2092 0.1486 0.0961
-0.3005 -0.4738 -0.1816
0.3509 0.5749 0.9934
-0.2469 0.3787 -0.4482
-0.7902 -0.1792 -1.6136
0.2426 -0.0489 -0.8259
-0.3796 0.3714 -0.2358
-0.3666 0.5015 -0.6078
1.6633 0.1804 -0.5125
1.3522 -0.2164 -0.6866
-0.3599 1.0208 0.5296
-1.4882 0.5173 -0.8134
-0.6980 0.1946 0.5008
0.2530 0.0739 0.1301
-0.0148 0.0364 0.1306
0.1667 0.0988 0.3960
0.0490 0.0013 -0.3923
0.1296 0.1717 -0.0851
-0.4270 0.0298 0.2176
-0.0191 0.1320 0.1868
-0.2476 0.1451 0.2350
0.2218 -0.2340 0.3065
0.0175 -0.2653 0.2422
-0.0021 0.0141 0.1795
0.1915 0.0433 -0.3454
-0.3983 -0.3687 0.0675
0.0969 0.2036 0.2223
0.3020 0.1705 0.4344
0.1463 -0.0218 0.4241
-0.4684 0.2082 0.3416
0.4002 -0.0954 -0.1229
0.3753 0.0779 0.3611
-0.2501 0.1815 0.0970
0.1267 -0.2086 -0.0614
-0.0643 0.1595 0.0401
-0.5030 0.0117 -0.3576
0.0773 -0.0542 -0.0804
0.1017 -0.0020 0.0126
0.1502 0.0097 0.0414
-0.1079 -0.0306 -0.1478
0.2495 0.1323 -0.2019
0.4271 0.2143 0.0512
0.4539 -0.1648 -0.1485
0.0077 -0.1701 0.4232
-0.3526 -0.4184 -0.3525
-0.0802 0.3326 0.2566
0.0717 -0.0163 -0.2600
0.2996 0.1397 0.2463
-0.2665 -0.0123 0.3587
-0.0609 -0.0275 0.1879
-0.0694 0.2677 -0.0256
0.2438 -0.0619 0.4401
-0.0338 0.1218 -0.1056
0.0619 0.3145 0.1644
-0.1448 0.0050 0.3319
0.4710 -0.1358 0.4454
-0.3524 -0.2536 -0.1785
0.1127 -0.6255 -0.0431
-0.0544 -0.0396 0.0205
0.4932 0.1805 0.6290
0.1122 -0.0355 -0.0823
-0.0305 0.0073 0.1107
0.2878 0.1102 -0.0264
0.0740 0.0039 -0.1826
-0.0325 -0.0220 0.0605
0.3234 -0.1152 0.4547
0.4137 -0.0524 0.1050

---

[2]
Entry from OMol25: a structure of composition C9H14BCuIO2 (ωB97M-V/def2-TZVPD).

Computed properties:
E in a.u.: -2464.00221
Expectation value of S²: 0.76
Orbital gap (alpha / beta) in Eh: 0.24915 / 0.11733
Total charge: +2
Spin multiplicity: 2
LUMO level (alpha / beta) in eV: -9.4105 / -12.9895

Geometry (Å):
I (-2.287, -0.538, 2.162)
Cu (-3.887, -1.870, 0.184)
O (3.165, 0.734, -0.101)
O (2.399, -1.288, -0.464)
C (1.581, 0.694, -1.839)
C (0.230, 1.123, 1.761)
C (-0.368, -0.169, 1.132)
C (-0.808, -3.718, 0.022)
C (-1.431, -1.346, -1.130)
C (2.427, 0.051, -0.733)
C (-0.637, 2.419, 1.575)
C (0.069, 0.942, -1.444)
C (-1.104, -2.687, -0.562)
B (-0.528, -0.142, -0.466)
H (-1.659, 2.233, 1.194)
H (-2.500, -1.140, -0.820)
H (-0.112, 3.060, 0.835)
H (-1.410, -1.349, -2.240)
H (-0.636, 3.018, 2.506)
H (1.693, 0.131, -2.789)
H (-0.460, -4.511, 0.693)
H (2.929, -1.410, 0.347)
H (-0.020, 1.983, -1.087)
H (0.247, -1.059, 1.401)
H (-0.515, 0.873, -2.392)
H (1.268, 1.332, 1.422)
H (0.323, 0.947, 2.856)
H (2.030, 1.687, -2.024)

Forces on the atoms, in the same order (eV/Å):
0.2595 -0.2822 -0.3130
0.3109 -0.1645 0.2486
0.5421 0.9455 0.9710
-1.3918 0.2340 -0.4441
0.1414 -0.4783 -0.3684
-0.9782 0.1350 1.4243
1.6483 1.3569 -0.3181
-0.0759 0.9980 0.3542
0.3093 -0.6488 0.0802
0.5904 0.1256 -0.3929
1.2325 0.1961 -0.3186
-0.1142 -0.3269 -0.3030
0.0454 -0.2627 0.6800
-0.8449 -0.6208 -0.8963
0.2348 0.0670 0.2765
0.4283 0.4758 -0.6445
-0.6532 -0.2804 0.3270
-0.1066 -0.0120 0.6948
-0.3290 -0.4772 -0.4770
-0.3452 0.0873 0.6599
-0.3496 0.3464 -0.8854
0.1599 0.0782 -0.4380
0.0420 -0.5822 0.0526
-0.5571 0.1840 0.0047
0.3222 0.1633 0.6102
-0.5666 -0.6338 -0.2032
0.1398 0.0350 -0.6114
-0.0944 -0.6584 0.2298

---

> What is the formula in the first record?

C26H53CuO25V